# 1
This record from OMol25 describes a structure of composition C28H42BaBrN3P2. The level of theory is ωB97M-V/def2-TZVPD.

Element x y z (Å)
C 2.09470 3.82259 -1.59209
C 1.07794 3.11820 -2.26345
C 1.17205 2.98377 -3.68057
C 2.34179 3.47044 -4.30593
N 3.31951 4.08740 -3.61394
C 3.21447 4.27415 -2.29935
C 0.04484 2.60904 -1.43010
C -0.79218 2.38715 -0.55705
C -2.04509 2.31142 0.09355
C -2.48022 1.04431 0.51778
C -3.71926 0.94034 1.18821
C -4.31070 2.13042 1.41248
C -3.92211 3.39828 1.17764
C -2.76818 3.47443 0.37056
Ba -3.45542 1.94312 3.85561
P 1.40864 -0.97095 -0.88630
H 0.39772 2.53600 -4.31996
H 1.99460 4.02872 -0.53004
H 2.50448 3.36543 -5.38967
H 4.03715 4.79469 -1.78103
H -2.42415 4.41922 -0.03139
H -1.90460 0.16400 0.25268
H -4.37992 4.30826 1.54756
H -4.09434 -0.03900 1.46826
C 2.28763 -2.51777 -0.40845
C 3.55948 -2.83036 -1.18274
H 1.57209 -3.34805 -0.51006
H 2.49521 -2.41322 0.66746
H 3.90386 -3.83048 -0.88860
H 3.40494 -2.83570 -2.26918
H 4.36238 -2.11951 -0.95429
C 1.97148 -0.34046 -2.53645
C 3.37801 0.23185 -2.64502
H 1.24996 0.45064 -2.80133
H 1.83785 -1.16164 -3.25718
H 3.52225 0.56077 -3.68155
H 3.50711 1.11411 -2.00853
H 4.14978 -0.50981 -2.40710
C 2.01085 0.29827 0.29394
C 3.50248 0.17260 0.63782
H 1.41319 0.21087 1.21806
H 1.76350 1.27862 -0.14393
H 3.78677 0.99309 1.30791
H 3.72577 -0.77250 1.14734
H 4.14400 0.23018 -0.24835
Br -4.95900 1.62045 6.34900
P -0.69088 -1.76419 -1.63687
C -0.09618 -2.96364 -2.90530
C -1.01821 -4.13430 -3.25501
H 0.86178 -3.37540 -2.53666
H 0.13106 -2.37434 -3.80940
H -0.48310 -4.78772 -3.96005
H -1.28794 -4.74292 -2.38141
H -1.94614 -3.79840 -3.73100
C -1.83114 -2.66490 -0.54308
C -3.24982 -2.87223 -1.08182
H -1.87171 -2.13518 0.42191
H -1.36231 -3.64274 -0.34402
H -3.83899 -3.45146 -0.35728
H -3.76733 -1.92559 -1.26017
H -3.25557 -3.41680 -2.03132
C -1.64935 -0.44622 -2.49885
C -2.26695 -0.80314 -3.85347
H -0.97983 0.42203 -2.61198
H -2.44549 -0.11060 -1.81188
H -2.86454 0.04553 -4.21433
H -1.51177 -1.02761 -4.61223
H -2.91567 -1.68112 -3.77441
N -0.87701 -0.92923 3.07464
C -1.07803 -2.20568 3.48756
C -2.15761 -2.18301 4.34842
C -2.58543 -0.86347 4.40493
N -1.82103 -0.08036 3.60481
H -0.17431 -0.61835 2.41543
H -0.48290 -3.02208 3.14665
H -2.60694 -3.00760 4.86359
H -3.39237 -0.44177 4.99691

Output
DFT total energy in hartree: -4537.9341
Energy above the lowest of the compared OMol25 structures with the same formula, charge and spin in kcal per mole: 109.02
Net charge: +2
E_LUMO (spin up / spin down) in Eh: -0.2141 / -0.2642
Frontier orbital gap (spin up / spin down) in eV: 7.593 / 3.850
Max |F| in eV Å⁻¹: 3.40

Quick look at the Mulliken charges, all values in e: -0.461 0.839 -0.176 -0.515 -0.519 -0.501 0.079 -0.101 -0.186 0.989 -2.237 -0.487 -0.682 0.085 1.656 0.799 0.464 0.450 0.386 0.371 0.618 0.589 0.532 0.491 -0.839 -1.467 0.643 0.737 0.467 0.297 0.284 0.251 -1.592 -0.289 0.364 0.465 0.237 0.272 0.833 -1.435 0.038 -0.561 0.434 0.364 0.281 -0.661 0.212 -0.298 -1.471 0.404 0.378 0.448 0.302 0.292 0.048 -1.365 -0.015 0.610 0.459 0.279 0.253 0.721 -1.503 -0.517 0.187 0.444 0.362 0.291 0.031 -0.097 -1.193 0.302 -0.562 0.213 0.507 0.421 0.248



# 2
This record from OMol25 describes a cluster of 3 separate species, C25H60ClFN7O10P3 in total. The level of theory is ωB97M-V/def2-TZVPD.

Element x y z (Å)
C 7.38341 3.44788 -0.26583
C 6.30478 3.09060 -0.61984
C 4.99748 2.53146 -0.97499
C 4.15217 2.07048 0.24510
Cl 4.60753 3.07068 1.68159
O 2.77971 2.27103 0.06912
C 2.03576 1.14214 -0.36894
C 1.92778 -0.01389 0.64075
C 1.24166 0.32461 1.96402
F 1.72342 1.44930 2.58813
C 0.57014 1.67356 -0.58253
O 0.26663 2.70690 0.31291
O 0.37449 2.11247 -1.90119
C -1.00489 2.24898 -2.23195
C -1.04953 3.11838 -3.50005
O -1.17224 4.49130 -3.21687
O -2.57400 4.70771 -3.00448
C -1.67568 0.91850 -2.54487
O -2.16890 0.29544 -1.37611
C -2.35028 -1.09338 -1.55692
C -2.33708 -1.82414 -0.21026
P 2.59224 0.40743 -1.99388
N 3.81330 -0.55151 -1.86917
O 2.89104 1.56392 -3.04660
O 1.35880 -0.46890 -2.53755
H 8.38562 3.62771 0.03836
H 5.24953 1.63562 -1.54801
H 4.45983 3.23807 -1.60428
H 4.43854 1.06022 0.52344
H 1.30028 -0.77637 0.17114
H 2.89238 -0.47720 0.84541
H 1.40809 -0.52890 2.62964
H 0.15784 0.38594 1.84465
H -0.10404 0.85582 -0.32277
H 0.40804 3.52254 -0.18399
H -1.58734 2.78758 -1.48142
H -0.10338 2.98023 -4.02594
H -1.85823 2.82158 -4.16789
H -2.57380 5.48503 -2.43181
H -0.98456 0.28186 -3.10468
H -2.52874 1.08204 -3.21535
H -1.56682 -1.54165 -2.17386
H -3.30794 -1.32949 -2.03221
H -3.12099 -2.57927 -0.17152
H -1.38714 -2.33093 -0.03623
H -2.50270 -1.14461 0.62652
H 4.14226 -0.60659 -0.91331
H 3.80599 1.49031 -3.34669
H 1.11234 -0.18597 -3.42798
C 5.14441 -0.94236 7.78457
N 3.93888 -0.34200 7.25309
C 3.24827 -1.22665 6.32103
P 2.91967 0.83015 8.01656
O 2.03843 -0.06274 8.85228
N 3.63539 1.75457 9.31490
C 4.86827 1.36567 9.97283
C 2.65105 2.15046 10.31933
N 3.35611 2.09553 6.86190
C 2.30466 2.43689 5.89557
C 4.64946 2.20187 6.25008
H 5.75345 -1.32008 6.95743
H 4.94079 -1.77213 8.47584
H 5.77878 -0.22178 8.29279
H 3.44688 -0.92932 5.28228
H 2.16596 -1.20809 6.47128
H 3.56377 -2.26350 6.44414
H 4.85533 0.32949 10.34160
H 5.06043 2.01950 10.82503
H 5.73277 1.50124 9.31905
H 2.42536 1.34329 11.02701
H 1.71381 2.44985 9.84743
H 3.02036 3.01443 10.87539
H 2.22062 1.68913 5.09637
H 2.49526 3.40979 5.43911
H 1.33386 2.50258 6.39688
H 4.79709 1.47762 5.43716
H 5.46078 2.08427 6.96857
H 4.75293 3.20710 5.83482
C -5.92821 -5.12788 -5.09342
N -5.99005 -3.69536 -4.88529
C -6.52818 -3.35290 -3.57152
P -4.96829 -2.48621 -5.57673
O -3.80314 -2.51890 -4.61881
N -4.10682 -2.93569 -7.02674
C -3.95241 -4.31284 -7.45907
C -2.82655 -2.24198 -7.14625
N -6.27814 -1.80480 -6.55756
C -6.77437 -0.50373 -6.09473
C -7.33829 -2.60620 -7.10541
H -6.90109 -5.56794 -4.85503
H -5.16264 -5.61732 -4.47604
H -5.74907 -5.39030 -6.13193
H -7.57837 -3.04416 -3.64867
H -5.97419 -2.53290 -3.10746
H -6.47230 -4.19727 -2.88374
H -3.54441 -4.96959 -6.67737
H -3.28217 -4.36233 -8.31840
H -4.89549 -4.72933 -7.81909
H -2.03866 -2.70829 -6.54156
H -2.91774 -1.20149 -6.82874
H -2.50991 -2.23155 -8.19074
H -7.43305 -0.59479 -5.21872
H -7.32350 0.00791 -6.88755
H -5.93618 0.14184 -5.81645
H -8.09732 -2.88272 -6.36136
H -6.95987 -3.51735 -7.56721
H -7.82521 -2.03528 -7.89953

Output
DFT total energy in hartree: -3708.0574
Net charge: 0
E_LUMO in Eh: -0.0051
Frontier orbital gap in eV: 7.516
Max |F| in eV Å⁻¹: 6.18

Here are the Mulliken charges for atoms 1 to 99, given in e: 0.090 -1.075 0.095 0.398 -0.176 -0.284 1.076 -1.210 -0.444 -0.278 -1.012 -0.527 -0.231 0.898 -0.889 -0.266 -0.390 -0.881 -0.432 0.255 -1.375 0.821 -0.961 -0.539 -0.453 0.457 0.164 0.302 0.053 0.365 0.683 0.461 0.228 0.194 0.524 0.354 0.286 0.533 0.322 0.009 0.518 0.219 0.148 0.394 0.277 0.311 0.308 0.389 0.285 -1.164 0.220 -1.214 0.701 -0.855 0.154 -1.076 -1.032 0.157 -1.179 -0.730 0.413 0.315 0.333 0.262 0.388 0.420 0.357 0.385 0.267 0.323 0.310 0.363 0.472 0.340 0.316 0.234 0.133 0.383 -1.133 0.278 -1.109 0.739 -0.878 0.124 -1.042 -1.023 0.053 -0.958 -0.798 0.409 0.318 0.321 0.247 0.303 0.402 0.354 0.382 0.255 0.324



# 3
This record from OMol25 describes a structure of composition C11H7BrClIrNO6S. The level of theory is ωB97M-V/def2-TZVPD.

Element x y z (Å)
Ir 0.26214 -0.05776 0.18148
Br -6.51084 3.35035 1.59462
C -4.77249 2.63952 1.91165
C -4.53718 1.93821 3.08240
C -3.26776 1.43222 3.30675
C -2.24956 1.60979 2.37429
C -2.51587 2.31836 1.21207
C -3.77802 2.84063 0.97324
C -0.88905 1.05801 2.71574
O -0.65915 0.73256 3.86497
O 0.06273 1.08003 1.80723
H -5.33042 1.79473 3.80293
H -3.04246 0.88766 4.21313
H -1.73454 2.47532 0.48468
H -3.98273 3.39005 0.06541
O 1.01145 -1.79434 1.36349
C 2.16200 -1.36285 1.11492
O 2.31456 -0.28469 0.46388
H 3.04955 -1.90956 1.45032
S 0.40327 1.66244 -1.30748
C 0.14388 3.13166 -0.50385
N -0.05282 4.17016 -0.03707
Cl 0.54370 -1.50738 -1.66500
C -1.20756 -1.96082 -1.81733
C -2.18061 -1.08556 -1.00703
O -3.35004 -1.25638 -1.28898
O -1.72898 -0.30913 -0.08987
H -1.28300 -2.98684 -1.46929
H -1.45223 -1.89920 -2.87143

Output
DFT total energy in hartree: -4466.4511
Energy above the lowest of the compared OMol25 structures with the same formula, charge and spin in kcal per mole: 8.52
Net charge: -1
E_LUMO in Eh: 0.0876
Frontier orbital gap in eV: 7.867
Max |F| in eV Å⁻¹: 0.87

Quick look at the Mulliken charges, all values in e: 1.662 -0.245 0.177 -0.472 -0.589 0.371 0.854 -0.824 0.100 -0.651 -0.672 0.411 0.443 -0.225 0.436 -0.612 0.202 -0.617 0.432 -0.353 0.513 -0.600 -0.142 -0.307 0.559 -0.655 -0.807 0.292 0.320



# 4
This record from OMol25 describes a cluster of 2 separate species, C7H13O in total. The level of theory is ωB97M-V/def2-TZVPD.

Element x y z (Å)
C 2.54089 -0.04191 0.71037
O 3.17171 -1.14352 1.07431
C 1.01753 -0.31932 0.46959
C 0.16879 0.80186 0.04780
C -1.19779 0.73184 -0.09510
C -1.88948 1.92487 -0.26258
C -1.85165 -0.62811 -0.08741
C -1.56423 -1.37529 -1.42064
H 2.92970 0.43119 -0.22051
H 2.51744 0.80044 1.46711
H 0.62648 -0.57512 1.46500
H 0.94852 -1.18187 -0.19852
H -1.48395 3.83452 -1.44636
H 0.52693 1.81412 -0.13660
H -2.97478 1.84250 -0.31906
H -1.42616 2.95037 -0.75079
H -1.48652 -1.31493 0.67281
H -2.93564 -0.62566 0.02945
H -2.20850 -1.02635 -2.22752
H -0.53879 -1.21035 -1.74639
H -1.68948 -2.44327 -1.27493

Output
DFT total energy in hartree: -349.5335
Energy above the lowest of the compared OMol25 structures with the same formula, charge and spin in kcal per mole: 118.16
Net charge: -1
E_LUMO in Eh: 0.0680
Frontier orbital gap in eV: 4.895
Max |F| in eV Å⁻¹: 1.34

Quick look at the Mulliken charges, all values in e: -0.638 -0.853 -0.364 0.134 0.332 -0.793 -0.734 -1.178 0.187 0.167 0.275 0.338 1.183 0.410 0.328 -1.471 0.292 0.381 0.355 0.355 0.297



# 5
This record from OMol25 describes a cluster of 10 separate species, C21H65BF4N7O9 in total. The level of theory is ωB97M-V/def2-TZVPD.

Element x y z (Å)
B 0.02457 0.02107 -0.46392
F -0.25494 -1.00215 0.45909
F -1.12969 0.77442 -0.67987
F 1.07173 0.81738 0.00994
F 0.40612 -0.54319 -1.72289
C 0.11423 -2.69223 -4.89144
O 0.41811 -3.17190 -5.99973
N 0.99232 -2.05310 -4.09259
N -1.11607 -2.77645 -4.34318
H 1.90128 -1.86153 -4.46981
H 0.57355 -1.61071 -3.28248
H -1.19497 -2.83698 -3.34617
H -1.83490 -3.21211 -4.89488
C -4.85997 1.99368 3.17386
C -4.24408 2.29289 1.80498
C -3.52738 3.64604 1.60552
O -4.43413 4.60153 2.15638
C -3.80507 5.85355 2.36581
N -3.36470 1.20864 1.39289
H -5.25673 0.98006 3.24482
H -5.70593 2.65577 3.36458
H -4.20883 2.16791 4.03304
H -5.07099 2.43509 1.09456
H -3.48797 3.79182 0.52432
H -2.55944 3.58635 2.11103
H -3.42683 6.30449 1.43764
H -2.82374 5.63348 2.81225
H -4.31942 6.59449 2.96777
H -3.11916 1.21635 0.40895
H -3.83161 0.32707 1.56952
C -0.74202 -2.13247 4.31927
C 0.53807 -2.75774 3.72677
C 0.16746 -4.07629 3.05393
O 1.23989 -4.67205 2.36640
C 0.97691 -6.01300 2.03223
N 1.05615 -1.75358 2.79167
H -1.29657 -2.84481 4.94630
H -1.42915 -1.79533 3.54207
H -0.51574 -1.25387 4.92321
H 1.27640 -2.99180 4.49627
H -0.69141 -3.91315 2.38791
H -0.17248 -4.74731 3.85562
H 0.95646 -6.67475 2.90154
H 1.76733 -6.33704 1.35044
H 0.09326 -6.03051 1.38267
H 1.17645 -0.86955 3.27135
H 0.42060 -1.54977 2.02087
C -3.43809 -5.04857 -0.38090
C -2.44059 -3.92795 -0.50463
C -1.31570 -4.14781 -1.53867
O -0.26338 -4.98950 -1.12026
C 0.27148 -5.84542 -2.11121
N -3.05802 -2.59931 -0.59317
H -3.89815 -5.17006 -1.36636
H -4.10220 -4.96979 0.47779
H -2.96298 -6.01320 -0.17475
H -1.93044 -3.79893 0.45843
H -0.89227 -3.17758 -1.80744
H -1.75333 -4.60989 -2.43408
H 0.93893 -6.54107 -1.60817
H 0.80748 -5.31429 -2.90393
H -0.51152 -6.39944 -2.63962
H -3.59944 -2.58586 -1.45898
H -2.39372 -1.84254 -0.70021
C 0.51734 3.63699 -0.50580
C 0.71328 5.06840 -0.00554
C 1.36043 5.95969 -1.05958
O 2.71046 5.52775 -1.22735
C 2.98544 5.11963 -2.57262
N -0.63011 5.62454 0.18973
H 0.11329 2.95574 0.24395
H 1.43187 3.10661 -0.78054
H -0.13852 3.48300 -1.36699
H 1.34396 5.01268 0.88558
H 1.32056 7.01294 -0.75948
H 0.78557 5.93759 -1.98867
H 2.61147 4.09510 -2.67135
H 4.05587 4.93251 -2.67560
H 2.59710 5.83075 -3.29680
H -1.18747 5.01651 0.78217
H -0.60169 6.48080 0.73932
C 3.79646 -0.26104 -2.13487
C 4.53849 0.03843 -0.82995
C 4.98899 1.50855 -0.88395
O 5.27844 2.03924 0.40599
C 5.44649 3.43142 0.34704
N 3.56428 -0.22269 0.24550
H 4.36547 0.08826 -3.00804
H 2.84878 0.26401 -2.25717
H 3.59808 -1.32770 -2.23916
H 5.41989 -0.58490 -0.64597
H 4.16986 2.07641 -1.34419
H 5.88460 1.63122 -1.50494
H 6.28001 3.71702 -0.30214
H 5.53352 3.75978 1.38422
H 4.51852 3.90413 -0.00281
H 2.59671 -0.11276 -0.06560
H 3.75260 0.61373 0.79919
O -0.81297 0.87603 -3.59700
H -1.59288 1.29807 -3.22794
H -0.26578 0.65474 -2.81770
O 1.29808 -3.18964 0.07712
H 0.44611 -2.78579 0.23772
H 1.09638 -4.01649 -0.40278
O -0.81930 1.41979 2.53649
H -1.76625 1.43008 2.26922
H -0.35847 1.20138 1.71900

Output
DFT total energy in hartree: -2324.1140
Energy above the lowest of the compared OMol25 structures with the same formula, charge and spin in kcal per mole: 30.39
Net charge: -1
E_LUMO in Eh: 0.0908
Frontier orbital gap in eV: 7.978
Max |F| in eV Å⁻¹: 2.94

Here are the Mulliken charges for atoms 1 to 99, given in e: 0.953 -0.052 -0.496 -0.421 -0.193 0.452 -0.756 -0.052 -0.243 0.193 0.096 0.209 0.226 -1.587 0.386 -0.525 -0.389 -0.835 -0.399 0.441 0.378 0.324 0.305 0.415 0.401 0.314 0.327 0.314 0.007 0.192 -1.210 0.229 -0.378 -0.247 -0.699 -0.374 0.382 0.193 0.372 0.329 -0.121 0.575 0.337 0.230 0.223 0.308 -0.014 -1.629 1.555 0.418 -0.148 -0.907 -0.658 0.395 0.416 0.294 -0.794 -1.275 0.772 0.260 0.293 0.339 0.272 0.088 -0.766 1.129 -0.904 -0.318 -0.721 -0.720 -0.094 -0.177 0.369 0.178 0.283 0.457 0.222 0.261 0.384 0.121 0.291 -1.247 0.467 -0.549 -0.413 -0.432 -0.634 0.464 0.069 0.309 0.226 0.089 0.467 0.281 0.274 0.045 0.103 0.324 -0.734



# 6
This record from OMol25 describes the ion C8H16N3 with charge +1. The level of theory is ωB97M-V/def2-TZVPD.

Element x y z (Å)
C 2.03807 2.10140 0.02805
C 1.60251 0.69896 -0.27113
C 1.57236 0.36498 -1.63573
N 1.22749 -0.22558 0.54490
C 0.60434 -1.47879 0.26340
C 1.50939 -2.57329 0.67135
N -0.53420 -1.53582 -0.32408
C -1.46010 -0.50014 -0.49673
N -1.18556 0.89637 -0.08090
C -2.14644 0.09857 0.67591
C -3.57363 0.46360 0.69568
H 1.58626 2.89911 -0.59137
H 3.18355 2.14432 -0.02752
H 1.79225 2.22646 1.03804
H 0.52044 0.34832 -1.92404
H 1.91146 -0.57330 -1.90598
H 2.11148 1.23212 -2.19335
H 1.15161 -0.07143 1.60463
H 1.04600 -3.24718 1.32294
H 2.40622 -2.08470 1.22700
H 1.90362 -3.06800 -0.23186
H -1.91781 -0.67776 -1.42893
H -1.61908 1.48760 -0.79424
H -1.85693 -0.22371 1.65017
H -4.08662 -0.37517 1.31489
H -4.04567 0.24935 -0.30936
H -3.74100 1.42366 1.17827

Output
DFT total energy in hartree: -478.3586
Energy above the lowest of the compared OMol25 structures with the same formula, charge and spin in kcal per mole: 60.58
Net charge: +1
E_LUMO in Eh: -0.1450
Frontier orbital gap in eV: 9.317
Max |F| in eV Å⁻¹: 4.62

Quick look at the Mulliken charges, all values in e: -1.536 1.159 -1.268 0.030 0.373 -1.171 -0.373 -0.172 -0.409 0.060 -1.417 0.399 0.367 0.455 0.359 0.394 0.347 0.325 0.380 0.311 0.279 0.457 0.278 0.365 0.336 0.317 0.353



> The highest net charge belongs to which entry?

C28H42BaBrN3P2



> Among the records above, which one has the lowest max |F|?

C11H7BrClIrNO6S



> Which of these has the highest DFT total energy?

C7H13O